[1]
{
  "formula": "C28H56B2N2O10P",
  "method": "ωB97M-V with the def2-TZVPD basis set",
  "species": ["C", "O", "B", "O", "C", "C", "C", "N", "C", "P", "O", "O", "C", "B", "O", "N", "C", "C", "H", "H", "H", "H", "H", "H", "H", "H", "H", "H", "H", "H", "H", "H", "H", "H", "C", "C", "C", "O", "C", "H", "H", "H", "H", "H", "H", "H", "H", "C", "C", "C", "O", "C", "H", "H", "H", "H", "H", "H", "H", "H", "C", "C", "C", "O", "C", "H", "H", "H", "H", "H", "H", "H", "H", "C", "C", "C", "O", "C", "H", "H", "H", "H", "H", "H", "H", "H", "C", "C", "C", "O", "C", "H", "H", "H", "H", "H", "H", "H", "H"],
  "coordinates": [[-3.384, 0.814, 4.186], [-3.129, 1.188, 2.821], [-1.899, 0.766, 2.352], [-0.789, 1.517, 2.652], [-1.861, -0.602, 1.511], [-2.515, -1.697, 2.085], [-2.520, -2.896, 1.433], [-1.932, -3.001, 0.242], [-1.304, -1.997, -0.349], [-0.571, -2.413, -2.023], [-1.374, -1.584, -3.131], [1.004, -1.979, -2.004], [-1.225, -0.769, 0.259], [-0.418, 0.397, -0.478], [0.601, 1.018, 0.222], [-0.687, 0.802, -1.859], [-1.531, 2.029, -1.908], [0.642, 1.122, -2.473], [-3.978, -0.107, 4.240], [-2.468, 0.700, 4.782], [-3.967, 1.597, 4.678], [-0.817, 2.353, 2.164], [-3.008, -1.635, 3.046], [-2.994, -3.765, 1.874], [-1.947, -3.908, -0.229], [-1.254, -0.612, -2.998], [1.478, -2.638, -1.467], [1.116, 0.305, 0.630], [-2.039, 2.258, -0.960], [-0.967, 2.920, -2.207], [-2.320, 1.911, -2.660], [1.038, 2.089, -2.147], [0.569, 1.132, -3.567], [1.349, 0.336, -2.192], [5.786, -1.292, 0.319], [5.306, -0.676, -0.990], [4.207, -1.640, -1.399], [3.640, -2.167, -0.190], [4.486, -1.814, 0.917], [6.299, -0.589, 0.973], [6.464, -2.123, 0.110], [4.885, 0.316, -0.802], [6.086, -0.577, -1.742], [4.611, -2.478, -1.975], [3.424, -1.160, -1.987], [3.978, -1.038, 1.501], [4.634, -2.686, 1.554], [2.171, 0.521, 6.709], [1.692, 1.084, 5.376], [0.451, 0.245, 5.115], [-0.095, -0.094, 6.394], [0.856, 0.232, 7.417], [2.812, 1.201, 7.268], [2.720, -0.409, 6.544], [1.416, 2.135, 5.493], [2.429, 1.013, 4.577], [0.704, -0.690, 4.596], [-0.296, 0.775, 4.532], [0.490, 1.114, 7.952], [0.929, -0.595, 8.123], [-5.601, 1.491, -5.403], [-6.451, 1.478, -4.137], [-5.471, 0.936, -3.111], [-4.164, 1.362, -3.522], [-4.236, 1.881, -4.859], [-5.963, 2.176, -6.168], [-5.561, 0.488, -5.834], [-6.742, 2.498, -3.874], [-7.354, 0.877, -4.219], [-5.480, -0.159, -3.093], [-5.671, 1.302, -2.103], [-4.126, 2.970, -4.807], [-3.413, 1.478, -5.452], [8.555, -5.668, -2.223], [7.559, -5.182, -3.267], [7.133, -3.842, -2.689], [8.251, -3.334, -1.958], [9.231, -4.370, -1.809], [9.257, -6.412, -2.597], [8.021, -6.100, -1.372], [8.065, -5.033, -4.224], [6.722, -5.861, -3.428], [6.298, -3.958, -1.987], [6.844, -3.124, -3.459], [10.075, -4.135, -2.466], [9.588, -4.388, -0.779], [-4.518, 4.449, 0.672], [-5.619, 5.489, 0.836], [-6.685, 4.964, -0.114], [-6.548, 3.538, -0.135], [-5.324, 3.171, 0.501], [-3.824, 4.405, 1.512], [-3.943, 4.656, -0.236], [-5.992, 5.476, 1.863], [-5.304, 6.505, 0.603], [-6.528, 5.336, -1.132], [-7.695, 5.228, 0.199], [-5.566, 2.722, 1.470], [-4.806, 2.426, -0.109]],
  "e_tot_ev": -64036.936,
  "homo_energy_ha": -0.40738,
  "total_charge": 1,
  "lumo_energy_ev": -4.13
}

[2]
{
  "formula": "C3H6N2OS",
  "method": "ωB97M-V with the def2-TZVPD basis set",
  "species": ["C", "C", "C", "N", "N", "O", "S", "H", "H", "H", "H", "H", "H"],
  "coordinates": [[0.534, -0.756, 0.129], [0.130, -2.137, 0.203], [-0.989, 2.120, -0.284], [1.707, -0.319, 0.025], [-0.519, 1.262, 0.750], [-0.525, 0.039, 0.180], [2.996, 0.606, 0.027], [0.997, -2.817, 0.225], [-0.437, -2.489, -0.708], [-0.483, -2.413, 1.008], [-1.620, 2.923, 0.184], [-0.132, 2.508, -0.845], [-1.658, 1.473, -0.893]],
  "de_lowest_kcal_mol": 136.3,
  "e_tot_ev": -19066.255,
  "homo_energy_ha": [-0.29750, -0.30424],
  "lumo_energy_ev": [-0.74, -0.33]
}

[3]
{
  "formula": "C23H29N5O5S",
  "method": "ωB97M-V with the def2-TZVPD basis set",
  "species": ["C", "O", "C", "C", "C", "C", "N", "C", "C", "O", "N", "N", "C", "C", "C", "N", "C", "C", "C", "S", "O", "O", "C", "C", "C", "C", "N", "C", "C", "O", "C", "C", "C", "C", "H", "H", "H", "H", "H", "H", "H", "H", "H", "H", "H", "H", "H", "H", "H", "H", "H", "H", "H", "H", "H", "H", "H", "H", "H", "H", "H", "H", "H"],
  "coordinates": [[1.125, -2.732, 4.073], [1.862, -2.267, 2.968], [1.210, -1.543, 2.013], [1.984, -1.116, 0.933], [1.428, -0.379, -0.091], [0.070, -0.060, -0.071], [-0.558, 0.645, -1.107], [0.010, 0.625, -2.435], [0.442, -0.767, -2.871], [1.510, -0.988, -3.403], [-0.433, -1.769, -2.626], [-1.662, -1.561, -2.103], [-2.373, -2.500, -1.631], [-3.708, -2.131, -1.071], [-3.793, -2.610, 0.397], [-3.473, -4.008, 0.569], [-4.515, -4.915, 0.140], [-2.169, -4.306, 0.033], [-2.020, -3.950, -1.467], [-1.294, 2.107, -0.719], [-1.925, 2.592, -1.909], [-2.095, 1.937, 0.455], [0.135, 3.104, -0.330], [0.714, 3.895, -1.305], [1.901, 4.555, -1.045], [2.516, 4.406, 0.198], [3.719, 5.029, 0.523], [4.494, 5.865, -0.240], [5.734, 6.320, 0.500], [4.228, 6.204, -1.367], [1.919, 3.601, 1.173], [0.732, 2.948, 0.908], [-0.699, -0.482, 1.008], [-0.139, -1.209, 2.043], [0.319, -3.407, 3.766], [0.704, -1.905, 4.654], [1.835, -3.280, 4.690], [3.031, -1.375, 0.918], [2.054, -0.065, -0.910], [-0.780, 0.980, -3.102], [0.881, 1.289, -2.535], [-0.096, -2.710, -2.833], [-3.839, -1.051, -1.123], [-4.498, -2.615, -1.649], [-4.796, -2.427, 0.787], [-3.081, -2.034, 0.993], [-4.739, -4.871, -0.935], [-4.218, -5.934, 0.387], [-5.427, -4.682, 0.688], [-1.959, -5.368, 0.182], [-1.434, -3.724, 0.599], [-1.002, -4.177, -1.786], [-2.708, -4.567, -2.050], [0.216, 3.996, -2.256], [2.359, 5.178, -1.794], [4.055, 4.828, 1.455], [5.457, 6.859, 1.404], [6.311, 6.977, -0.144], [6.344, 5.462, 0.774], [2.393, 3.486, 2.137], [0.254, 2.326, 1.647], [-1.740, -0.209, 1.034], [-0.771, -1.517, 2.862]],
  "de_lowest_kcal_mol": 70.7,
  "e_tot_ev": -52844.124,
  "homo_energy_ha": -0.29947,
  "smiles": "COc1ccc(N(CC(=O)NN=C2CCN(C)CC2)S(=O)(=O)c2ccc(NC(C)=O)cc2)cc1",
  "lumo_energy_ev": 0.49
}